(1)
{"formula": "C4H11BO2", "method": "ωB97M-V/def2-TZVPD", "smiles": "CCCCB(O)O", "gap_ev": 10.95, "de_lowest_kj_mol": 15.3, "e_tot_ev": -9100.3900, "fmax_ev_per_a": 2.215, "species": ["C", "C", "C", "C", "B", "O", "O", "H", "H", "H", "H", "H", "H", "H", "H", "H", "H", "H"], "coordinates": [[-1.060, -0.853, 2.084], [-0.522, 0.122, 1.019], [-1.019, -0.220, -0.380], [-0.301, 0.458, -1.516], [1.250, 0.513, -1.386], [1.786, 1.687, -0.886], [1.988, -0.658, -1.509], [-1.217, -0.343, 3.075], [-2.003, -1.327, 1.753], [-0.344, -1.643, 2.248], [-0.818, 1.143, 1.326], [0.593, 0.120, 1.049], [-0.848, -1.289, -0.538], [-2.113, -0.096, -0.476], [-0.573, 1.506, -1.557], [-0.452, -0.023, -2.491], [2.714, 1.676, -0.552], [2.939, -0.771, -1.262]]}

***

(2)
{"formula": "C22H25BrMnN5O6Te", "method": "ωB97M-V/def2-TZVPD", "spin_multiplicity": 5, "gap_ev": [6.07, 6.62], "de_lowest_kj_mol": 0.0, "e_tot_ev": -151612.3779, "fmax_ev_per_a": 0.309, "species": ["Mn", "O", "C", "O", "C", "C", "C", "N", "C", "C", "C", "O", "O", "H", "H", "H", "C", "N", "C", "N", "C", "N", "C", "N", "C", "C", "H", "H", "H", "H", "H", "H", "H", "H", "H", "H", "H", "H", "Br", "C", "C", "C", "C", "C", "C", "C", "O", "O", "H", "H", "H", "H", "C", "Te", "C", "H", "H", "H", "H", "H", "H"], "coordinates": [[-0.356, -0.229, 0.420], [-1.947, -6.186, -2.722], [-2.703, -5.536, -1.984], [-3.853, -5.729, -1.568], [-2.069, -4.222, -1.453], [-0.687, -4.079, -1.383], [-0.137, -2.918, -0.880], [-0.914, -1.895, -0.499], [-2.256, -2.014, -0.577], [-2.865, -3.158, -1.028], [-2.984, -0.783, -0.126], [-4.174, -0.649, -0.138], [-2.140, 0.183, 0.266], [-0.065, -4.889, -1.740], [0.931, -2.770, -0.783], [-3.943, -3.247, -1.047], [1.222, 2.305, 0.311], [0.136, 1.684, 1.151], [0.646, 1.670, 2.572], [0.984, 2.995, 3.032], [2.026, 3.544, 2.163], [1.570, 3.628, 0.774], [0.374, 4.472, 0.727], [-0.693, 3.941, 1.574], [-1.049, 2.618, 1.117], [-0.200, 3.851, 2.948], [0.860, 2.354, -0.717], [2.090, 1.644, 0.358], [1.540, 1.045, 2.597], [-0.130, 1.234, 3.202], [2.909, 2.905, 2.214], [2.292, 4.543, 2.510], [0.018, 4.533, -0.303], [0.634, 5.475, 1.068], [-1.411, 2.656, 0.089], [-1.833, 2.193, 1.741], [-0.984, 3.444, 3.587], [0.059, 4.850, 3.301], [4.246, -0.474, 1.845], [3.397, -1.761, 2.949], [4.223, -2.443, 3.831], [3.686, -3.363, 4.715], [2.319, -3.593, 4.744], [1.497, -2.904, 3.875], [2.020, -1.992, 2.955], [1.037, -1.348, 2.053], [-0.164, -1.239, 2.374], [1.404, -0.883, 0.903], [5.285, -2.245, 3.822], [4.344, -3.895, 5.390], [1.896, -4.306, 5.438], [0.427, -3.064, 3.876], [-2.476, 1.364, -2.751], [-0.473, 0.644, -2.767], [0.327, 2.499, -3.448], [-2.730, 1.664, -3.765], [-2.562, 2.204, -2.067], [-3.141, 0.569, -2.430], [0.113, 3.293, -2.735], [-0.121, 2.736, -4.409], [1.403, 2.395, -3.567]]}

***

(3)
{"formula": "C30H73N3", "method": "ωB97M-V/def2-TZVPD", "smiles": "CCN(CC)CC.CCN(CC)CC.CCN(CC)CC.CCCCCC.CCCCCC", "gap_ev": 8.79, "de_lowest_kj_mol": 0.0, "e_tot_ev": -36753.5110, "fmax_ev_per_a": 7.298, "species": ["C", "C", "N", "C", "C", "C", "C", "H", "H", "H", "H", "H", "H", "H", "H", "H", "H", "H", "H", "H", "H", "H", "C", "C", "N", "C", "C", "C", "C", "H", "H", "H", "H", "H", "H", "H", "H", "H", "H", "H", "H", "H", "H", "H", "C", "C", "N", "C", "C", "C", "C", "H", "H", "H", "H", "H", "H", "H", "H", "H", "H", "H", "H", "H", "H", "H", "C", "C", "C", "C", "C", "C", "H", "H", "H", "H", "H", "H", "H", "H", "H", "H", "H", "H", "H", "H", "C", "C", "C", "C", "C", "C", "H", "H", "H", "H", "H", "H", "H", "H", "H", "H", "H", "H", "H", "H"], "coordinates": [[0.577, -1.081, 2.378], [-0.754, -1.564, 1.954], [-1.486, -0.600, 1.075], [-2.299, -1.322, 0.029], [-3.319, -2.323, 0.647], [-2.237, 0.298, 1.867], [-2.876, 1.545, 1.246], [0.284, -0.408, 3.229], [1.082, -0.672, 1.622], [1.186, -1.807, 2.828], [-1.311, -1.836, 2.804], [-0.570, -2.639, 1.218], [-1.536, -1.859, -0.658], [-2.782, -0.646, -0.642], [-2.791, -2.862, 1.284], [-3.838, -3.072, -0.032], [-4.135, -1.778, 1.103], [-1.487, 0.689, 2.573], [-2.820, -0.278, 2.420], [-2.214, 1.973, 0.568], [-3.221, 2.378, 1.935], [-3.801, 1.298, 0.682], [3.895, 2.753, 0.147], [2.678, 1.733, 0.190], [2.474, 0.948, -0.980], [3.571, -0.077, -1.265], [4.003, -0.916, -0.080], [1.221, 0.243, -1.156], [0.837, 0.178, -2.602], [4.743, 2.250, 0.357], [3.971, 3.668, 0.699], [4.017, 3.258, -0.850], [1.687, 2.239, 0.149], [2.721, 1.092, 1.045], [4.552, 0.321, -1.564], [3.088, -0.784, -2.103], [3.211, -1.623, 0.379], [4.683, -0.377, 0.619], [4.604, -1.733, -0.382], [0.423, 0.556, -0.491], [1.270, -0.748, -0.807], [0.576, 1.187, -2.936], [0.026, -0.303, -2.755], [1.585, -0.008, -3.301], [-2.323, -2.438, -3.517], [-2.699, -1.499, -4.829], [-2.552, -0.001, -4.426], [-2.057, 0.794, -5.561], [-2.894, 0.810, -6.803], [-3.771, 0.422, -3.728], [-3.557, 1.693, -3.061], [-3.257, -2.421, -2.826], [-1.499, -2.132, -3.011], [-2.058, -3.447, -4.066], [-3.649, -1.545, -5.271], [-1.851, -1.729, -5.484], [-1.126, 0.631, -6.058], [-2.063, 1.774, -5.331], [-2.563, 1.530, -7.430], [-3.871, 1.068, -6.493], [-2.701, -0.058, -7.400], [-4.129, -0.292, -2.978], [-4.495, 0.436, -4.438], [-2.751, 1.688, -2.309], [-4.527, 1.836, -2.549], [-3.143, 2.631, -3.670], [0.189, 3.804, 2.370], [1.082, 4.031, 3.588], [0.870, 5.210, 4.471], [1.913, 5.534, 5.528], [1.544, 6.822, 6.277], [2.785, 7.272, 7.071], [0.523, 4.668, 1.541], [-0.787, 3.768, 2.831], [0.211, 2.971, 1.875], [2.043, 3.917, 3.168], [0.900, 3.246, 4.301], [-0.098, 5.285, 4.954], [0.862, 6.238, 4.186], [2.859, 5.763, 4.955], [1.981, 4.791, 6.161], [0.526, 6.681, 6.789], [1.148, 7.616, 5.715], [2.682, 8.200, 7.634], [3.673, 7.538, 6.497], [3.142, 6.555, 7.924], [3.269, -4.325, -1.661], [1.723, -4.248, -1.606], [1.131, -5.024, -0.445], [-0.311, -4.956, -0.389], [-0.940, -5.864, 0.708], [-0.487, -7.326, 0.604], [3.825, -4.041, -0.674], [3.628, -3.471, -2.378], [3.628, -5.305, -2.052], [1.274, -4.724, -2.510], [1.558, -3.200, -1.464], [1.443, -4.671, 0.614], [1.480, -6.011, -0.372], [-0.680, -5.191, -1.317], [-0.669, -3.874, -0.233], [-1.911, -5.923, 0.497], [-0.740, -5.559, 1.692], [-1.047, -7.880, 1.405], [0.580, -7.465, 0.858], [-0.768, -7.867, -0.363]]}

***

(4)
{"formula": "C15H8F4NO7S4", "method": "ωB97M-V/def2-TZVPD", "charge": -1, "gap_ev": 5.80, "de_lowest_kj_mol": 322.8, "e_tot_ev": -85712.4149, "fmax_ev_per_a": 4.966, "species": ["F", "C", "F", "F", "S", "N", "C", "O", "C", "C", "C", "C", "C", "C", "S", "O", "O", "H", "H", "H", "H", "F", "C", "S", "O", "O", "C", "C", "C", "C", "C", "C", "S", "O", "O", "H", "H", "H", "H"], "coordinates": [[1.206, 2.582, -3.331], [-0.112, 2.821, -3.066], [-0.233, 4.156, -2.831], [-0.836, 2.525, -4.183], [-0.558, 1.715, -1.615], [-2.137, 2.844, -1.745], [-2.217, 3.679, -0.556], [-2.089, 4.876, -0.474], [-2.433, 2.669, 0.533], [-3.050, 1.485, 0.025], [-2.478, 0.255, 0.367], [-1.368, 0.303, 1.179], [-1.001, 1.385, 1.958], [-1.610, 2.626, 1.667], [-3.438, 1.703, -1.711], [-4.618, 2.470, -1.974], [-3.114, 0.511, -2.447], [-2.792, -0.673, -0.125], [-0.654, -0.757, 1.040], [-0.239, 1.265, 2.748], [-1.332, 3.537, 2.197], [-1.976, -2.234, 1.710], [-0.660, -1.957, 1.410], [0.019, -3.372, 0.488], [-1.029, -3.978, -0.295], [1.230, -2.857, -0.117], [0.414, -4.422, 1.928], [0.634, -3.712, 3.104], [0.977, -4.363, 4.293], [1.032, -5.768, 4.301], [0.683, -6.490, 3.153], [0.351, -5.821, 1.963], [0.274, -1.944, 3.000], [1.504, -1.244, 2.710], [-0.605, -1.522, 4.062], [1.186, -3.775, 5.188], [1.344, -6.284, 5.219], [0.701, -7.586, 3.188], [0.055, -6.385, 1.076]]}

***

(5)
{"formula": "H2N4O2", "method": "ωB97M-V/def2-TZVPD", "smiles": "N/N=[N+](\\[O-])N=O", "gap_ev": [8.54, 7.22], "de_lowest_kj_mol": 407.9, "e_tot_ev": -10080.9691, "fmax_ev_per_a": 5.919, "species": ["N", "N", "N", "O", "N", "O", "H", "H"], "coordinates": [[-1.545, 0.161, 0.042], [-0.497, 0.871, 0.025], [0.714, -0.077, -0.070], [0.448, -1.280, 0.053], [1.830, 0.615, 0.006], [2.875, -0.021, 0.018], [-1.399, -0.868, 0.105], [-2.426, 0.599, -0.178]]}

***

(6)
{"formula": "C3H4ClN2O", "method": "ωB97M-V/def2-TZVPD", "smiles": "C=[N+]1CN(Cl)C1=O", "charge": 1, "gap_ev": 9.47, "de_lowest_kj_mol": 174.1, "e_tot_ev": -20715.2733, "fmax_ev_per_a": 3.421, "species": ["C", "N", "C", "N", "Cl", "C", "O", "H", "H", "H", "H"], "coordinates": [[-0.619, -0.390, 0.984], [0.362, 0.240, 0.481], [0.847, 0.766, -0.726], [1.886, 1.621, 0.125], [2.505, 3.157, -0.391], [1.390, 1.229, 1.302], [1.613, 1.210, 2.447], [-1.314, -0.859, 0.344], [-0.503, -0.613, 2.138], [0.231, 1.503, -1.209], [1.409, -0.108, -1.177]]}

***

(7)
{"formula": "C52H90O20", "method": "ωB97M-V/def2-TZVPD", "gap_ev": 9.19, "de_lowest_kj_mol": 0.0, "e_tot_ev": -96334.3404, "fmax_ev_per_a": 1.349, "species": ["C", "C", "C", "O", "C", "H", "H", "H", "H", "H", "H", "H", "H", "C", "C", "C", "O", "C", "H", "H", "H", "H", "H", "H", "H", "H", "C", "C", "C", "O", "C", "H", "H", "H", "H", "H", "H", "H", "H", "C", "C", "C", "O", "C", "H", "H", "H", "H", "H", "H", "H", "H", "C", "C", "C", "O", "C", "H", "H", "H", "H", "H", "H", "H", "H", "C", "C", "C", "O", "C", "H", "H", "H", "H", "H", "H", "H", "H", "O", "C", "O", "C", "C", "C", "H", "H", "H", "H", "H", "H", "O", "C", "O", "C", "C", "C", "H", "H", "H", "H", "H", "H", "O", "C", "O", "C", "C", "C", "H", "H", "H", "H", "H", "H", "O", "C", "O", "C", "C", "C", "H", "H", "H", "H", "H", "H", "O", "C", "O", "C", "C", "C", "H", "H", "H", "H", "H", "H", "O", "C", "O", "C", "C", "C", "H", "H", "H", "H", "H", "H", "O", "C", "O", "C", "C", "C", "H", "H", "H", "H", "H", "H"], "coordinates": [[-2.845, -0.443, -4.432], [-1.890, 0.666, -4.856], [-2.349, 1.850, -4.022], [-2.783, 1.286, -2.773], [-3.227, -0.039, -2.982], [-2.409, -1.438, -4.427], [-3.752, -0.444, -5.037], [-1.932, 0.915, -5.915], [-0.871, 0.402, -4.570], [-3.196, 2.392, -4.458], [-1.570, 2.581, -3.805], [-4.307, -0.124, -2.814], [-2.740, -0.713, -2.266], [2.324, -4.887, 0.744], [3.718, -5.157, 1.296], [4.562, -4.211, 0.452], [3.752, -3.055, 0.252], [2.380, -3.380, 0.473], [1.527, -5.163, 1.436], [2.152, -5.462, -0.170], [4.088, -6.179, 1.200], [3.780, -4.884, 2.352], [4.847, -4.646, -0.514], [5.496, -3.928, 0.944], [1.735, -3.071, -0.349], [2.047, -2.841, 1.367], [0.763, 5.143, -1.096], [2.227, 4.796, -0.783], [2.757, 4.399, -2.149], [1.679, 3.703, -2.751], [0.471, 4.389, -2.408], [0.634, 6.219, -1.213], [0.110, 4.837, -0.278], [2.281, 3.958, -0.082], [2.814, 5.592, -0.322], [3.619, 3.733, -2.181], [3.017, 5.298, -2.732], [-0.304, 3.633, -2.336], [0.249, 5.112, -3.198], [-2.753, -3.785, 1.551], [-2.879, -3.186, 2.965], [-1.402, -2.891, 3.344], [-0.599, -3.258, 2.239], [-1.323, -4.257, 1.509], [-2.923, -3.012, 0.800], [-3.499, -4.558, 1.354], [-3.382, -3.872, 3.644], [-3.454, -2.258, 2.923], [-1.144, -3.496, 4.224], [-1.311, -1.846, 3.641], [-1.145, -5.227, 1.992], [-0.884, -4.325, 0.514], [-0.259, 2.594, 3.476], [0.496, 1.280, 3.662], [1.744, 1.552, 2.850], [1.319, 2.302, 1.720], [0.341, 3.232, 2.189], [-0.071, 3.267, 4.315], [-1.334, 2.454, 3.381], [-0.063, 0.429, 3.280], [0.722, 1.080, 4.709], [2.298, 0.666, 2.525], [2.499, 2.122, 3.416], [-0.476, 3.315, 1.473], [0.787, 4.202, 2.414], [2.014, -1.980, 4.214], [3.435, -1.536, 4.549], [3.831, -2.629, 5.533], [3.375, -3.803, 4.880], [2.077, -3.522, 4.385], [1.739, -1.697, 3.195], [1.282, -1.491, 4.859], [3.500, -0.533, 4.974], [4.104, -1.594, 3.689], [3.323, -2.502, 6.499], [4.902, -2.711, 5.712], [1.257, -3.840, 5.043], [1.931, -4.052, 3.445], [-3.686, 0.502, 2.536], [-3.797, 1.092, 3.576], [-2.983, 0.836, 4.623], [-3.264, 1.738, 5.710], [-4.698, 2.213, 5.468], [-4.789, 2.169, 3.950], [-2.536, 2.551, 5.666], [-3.163, 1.225, 6.663], [-4.897, 3.194, 5.891], [-5.394, 1.502, 5.914], [-4.375, 3.076, 3.489], [-5.768, 2.010, 3.506], [3.430, -1.036, -5.980], [2.736, -0.065, -6.022], [2.286, 0.441, -7.200], [1.409, 1.552, -6.981], [1.668, 2.019, -5.558], [2.185, 0.743, -4.885], [0.374, 1.253, -7.179], [1.600, 2.320, -7.732], [0.848, 2.439, -4.982], [2.469, 2.760, -5.574], [1.382, 0.240, -4.341], [2.907, 0.965, -4.099], [0.693, -0.886, -2.294], [0.127, -0.479, -1.318], [-0.232, -1.327, -0.323], [-0.918, -0.620, 0.721], [-1.312, 0.723, 0.131], [-0.260, 0.937, -0.943], [-0.170, -0.441, 1.499], [-1.729, -1.184, 1.165], [-1.406, 1.512, 0.875], [-2.302, 0.679, -0.335], [0.663, 1.356, -0.521], [-0.604, 1.538, -1.775], [-6.911, 1.364, 0.968], [-6.613, 0.206, 0.960], [-7.159, -0.666, 1.829], [-6.662, -1.985, 1.623], [-5.902, -1.966, 0.288], [-5.603, -0.484, 0.087], [-7.463, -2.724, 1.546], [-6.059, -2.318, 2.470], [-6.525, -2.384, -0.505], [-5.022, -2.608, 0.274], [-5.635, -0.161, -0.950], [-4.611, -0.245, 0.476], [-2.688, 4.954, -2.575], [-3.343, 4.445, -1.714], [-4.672, 4.253, -1.828], [-5.189, 3.458, -0.738], [-4.153, 3.584, 0.379], [-2.863, 3.922, -0.372], [-5.311, 2.435, -1.089], [-6.159, 3.868, -0.473], [-4.080, 2.682, 0.985], [-4.413, 4.419, 1.032], [-2.205, 3.070, -0.550], [-2.288, 4.683, 0.154], [6.153, 1.190, -2.924], [5.497, 1.070, -1.934], [4.141, 1.129, -1.947], [3.611, 0.871, -0.643], [4.746, 0.180, 0.127], [5.970, 0.781, -0.521], [2.721, 0.246, -0.682], [3.321, 1.828, -0.195], [4.647, -0.890, -0.064], [4.628, 0.333, 1.200], [6.853, 0.146, -0.536], [6.289, 1.723, -0.062], [5.275, -5.495, -4.507], [4.838, -4.445, -4.126], [5.633, -3.482, -3.615], [4.852, -2.286, -3.330], [3.431, -2.787, -3.161], [3.403, -3.955, -4.138], [4.957, -1.652, -4.208], [5.243, -1.799, -2.440], [2.719, -2.003, -3.408], [3.285, -3.141, -2.141], [3.186, -3.630, -5.159], [2.705, -4.750, -3.887]]}

***

(8)
{"formula": "C23H24F5N3NiSTe", "method": "ωB97M-V/def2-TZVPD", "gap_ev": 6.20, "de_lowest_kj_mol": 21.8, "e_tot_ev": -101471.1768, "fmax_ev_per_a": 0.130, "species": ["Ni", "N", "C", "C", "C", "C", "C", "C", "H", "H", "H", "H", "H", "H", "H", "F", "C", "F", "C", "F", "F", "F", "C", "C", "C", "C", "C", "C", "Te", "C", "C", "C", "H", "H", "H", "H", "H", "H", "H", "H", "H", "H", "H", "N", "C", "S", "C", "C", "C", "N", "C", "C", "H", "H", "H", "H", "H", "H"], "coordinates": [[-0.336, -0.880, 0.411], [0.195, -0.873, 2.415], [1.462, -0.232, 2.647], [1.581, 1.125, 2.379], [2.818, 1.740, 2.508], [3.934, 1.004, 2.887], [3.803, -0.348, 3.164], [2.565, -0.966, 3.055], [-0.551, -0.360, 2.882], [0.199, -1.821, 2.780], [0.710, 1.682, 2.053], [2.910, 2.797, 2.299], [4.901, 1.482, 2.965], [4.669, -0.929, 3.453], [2.462, -2.024, 3.271], [0.409, -0.655, -2.207], [-0.752, -0.862, -1.462], [-1.615, 0.080, -1.945], [-1.298, -2.204, -1.985], [-0.488, -3.223, -1.613], [-2.514, -2.463, -1.501], [-1.376, -2.238, -3.321], [-5.038, 4.238, -2.894], [-4.436, 3.230, -1.952], [-3.206, 3.449, -1.354], [-2.641, 2.528, -0.475], [-1.290, 2.830, 0.111], [-3.334, 1.349, -0.190], [-2.549, -0.061, 1.180], [-4.575, 1.101, -0.790], [-5.351, -0.165, -0.542], [-5.104, 2.049, -1.657], [-4.345, 5.055, -3.092], [-5.952, 4.667, -2.477], [-5.299, 3.777, -3.848], [-2.661, 4.361, -1.578], [-0.945, 3.815, -0.203], [-0.555, 2.085, -0.209], [-1.324, 2.797, 1.203], [-4.759, -1.043, -0.807], [-6.268, -0.171, -1.130], [-5.618, -0.271, 0.511], [-6.065, 1.854, -2.122], [5.799, -3.949, -0.773], [5.560, -2.801, -0.122], [6.718, -1.921, 0.637], [4.127, -2.392, -0.097], [3.763, -1.071, -0.318], [2.428, -0.730, -0.263], [1.468, -1.614, 0.035], [1.814, -2.882, 0.240], [3.125, -3.317, 0.173], [6.748, -4.278, -0.838], [5.093, -4.384, -1.342], [4.516, -0.323, -0.522], [2.103, 0.283, -0.454], [1.008, -3.571, 0.461], [3.354, -4.356, 0.365]]}